24
Properties=species:S:1:pos:R:3 method="wB97M-V/def2-TZVPD" gap_ev=9.15 total_energy_ev=-18869.211 relative_energy_kcal_mol=6.2 e_homo_ev=-8.456 fmax_ha_per_bohr=0.0981
H -1.420 -4.238 -0.785
N -0.831 -3.469 -0.640
N -0.855 -2.726 -1.617
N -0.179 -1.589 -1.776
C 0.735 -1.071 -0.877
N 1.055 0.243 -0.967
C 1.647 0.789 0.012
C 2.181 -0.006 1.091
C 1.979 -1.361 0.969
N 1.136 -1.850 0.062
H -0.230 -1.074 -2.568
H 2.083 1.777 -0.162
H 2.940 0.373 1.769
H 2.319 -2.039 1.724
C -1.441 2.380 -0.687
C -1.947 1.304 -1.393
N -1.989 0.088 -0.856
C -1.797 -0.012 0.459
N -1.498 1.004 1.288
C -1.273 2.167 0.675
H -1.368 3.373 -1.026
H -2.170 1.295 -2.434
H -1.767 -0.975 0.775
H -0.978 2.893 1.417